[1]
{"formula": "C27H75BeF6N6O11P", "method": "ωB97M-V/def2-TZVPD", "charge": 0, "fmax_ev_per_a": 4.3, "multiplicity": 1, "total_energy_ev": -86674.11177, "orbital_gap_ev": 4.2, "e_above_lowest_kcal_mol": 0.00, "lumo_ev": -3.85, "species": ["Be", "P", "F", "F", "F", "F", "F", "F", "O", "C", "O", "O", "H", "C", "C", "C", "O", "C", "N", "H", "H", "H", "H", "H", "H", "H", "H", "H", "H", "H", "C", "C", "C", "O", "C", "N", "H", "H", "H", "H", "H", "H", "H", "H", "H", "H", "H", "C", "C", "C", "O", "C", "N", "H", "H", "H", "H", "H", "H", "H", "H", "H", "H", "H", "C", "C", "C", "O", "C", "N", "H", "H", "H", "H", "H", "H", "H", "H", "H", "H", "H", "C", "C", "C", "O", "C", "N", "H", "H", "H", "H", "H", "H", "H", "H", "H", "H", "H", "C", "C", "C", "O", "C", "N", "H", "H", "H", "H", "H", "H", "H", "H", "H", "H", "H", "C", "O", "H", "H", "H", "H", "C", "O", "H", "H", "H", "H"], "positions_angstrom": [[32.96954, 11.92420, -3.04581], [26.55539, 9.34797, -0.37266], [25.84412, 8.34107, -1.41143], [28.02900, 9.07077, -1.05842], [26.34643, 10.61663, -1.37866], [27.27913, 10.37628, 0.64685], [25.11358, 9.63016, 0.27125], [26.79674, 8.12981, 0.66068], [31.19829, 8.81356, -0.77165], [31.80830, 9.76184, -1.49977], [31.21587, 10.21166, -2.50321], [32.93310, 10.18797, -1.18553], [30.39260, 8.69206, -1.31836], [31.28850, 8.33253, -9.07349], [30.30885, 7.77001, -8.05146], [29.96401, 8.82855, -6.99388], [30.99399, 9.10791, -6.07189], [31.12731, 8.10541, -5.09019], [29.05414, 7.35691, -8.70474], [30.73565, 8.97521, -9.76003], [31.73640, 7.52574, -9.65610], [32.11943, 8.85501, -8.59560], [30.75399, 6.86394, -7.63762], [29.00769, 8.61179, -6.50252], [29.78836, 9.77252, -7.52192], [31.94778, 8.28972, -4.39439], [31.37934, 7.14337, -5.54395], [30.23174, 8.10859, -4.46011], [28.69154, 6.57544, -8.17559], [28.35569, 8.08775, -8.74296], [28.88319, 6.17973, -1.59126], [29.28910, 5.68473, -0.21017], [30.45881, 4.72694, -0.20993], [30.24133, 3.65402, -1.07491], [31.27407, 2.67642, -0.98241], [29.57743, 6.83576, 0.67250], [28.51641, 5.39241, -2.25528], [29.71423, 6.66122, -2.12899], [28.10379, 6.93751, -1.54413], [28.45501, 5.14011, 0.24249], [30.73178, 4.41793, 0.81136], [31.36281, 5.32658, -0.45802], [31.45479, 2.41557, 0.06384], [32.17030, 3.16350, -1.38687], [30.96517, 1.83355, -1.59160], [28.75695, 7.43707, 0.61448], [30.27402, 7.34695, 0.14204], [36.08061, 11.53486, -1.30663], [35.62936, 12.92282, -1.72671], [35.84467, 13.32593, -3.14939], [35.12632, 12.46522, -3.97667], [35.21883, 12.83904, -5.34948], [34.20756, 13.06177, -1.33610], [37.06384, 11.21474, -1.65929], [35.36238, 10.79286, -1.65127], [36.19365, 11.48282, -0.22376], [36.18088, 13.63312, -1.09859], [36.91901, 13.27808, -3.33843], [35.48963, 14.36538, -3.16067], [34.67801, 12.12692, -5.96180], [36.26017, 12.85918, -5.67847], [34.81008, 13.83887, -5.52513], [34.04713, 14.06528, -1.22662], [34.14752, 12.78145, -0.33393], [34.79998, 11.92913, 3.54799], [34.60337, 11.18590, 2.23998], [34.15047, 9.75062, 2.35216], [32.90743, 9.74757, 2.98399], [32.30875, 8.46765, 3.08411], [33.62162, 11.96319, 1.42016], [33.87383, 12.03098, 4.11070], [35.19389, 12.92487, 3.32967], [35.57548, 11.47136, 4.16504], [35.52898, 11.25146, 1.66013], [34.91329, 9.14640, 2.87246], [34.09224, 9.27362, 1.36340], [32.01945, 8.14156, 2.08622], [31.48788, 8.51218, 3.79195], [32.99709, 7.70602, 3.47927], [33.15415, 11.27879, 0.82333], [32.86913, 12.22435, 2.05394], [34.18421, 6.57724, 0.00646], [34.61736, 6.85169, -1.43390], [33.57240, 6.69430, -2.50981], [33.20008, 5.33925, -2.58331], [32.14313, 5.09174, -3.47948], [35.17167, 8.23455, -1.51259], [35.02906, 6.75673, 0.67581], [33.82636, 5.55926, 0.15148], [33.43387, 7.31778, 0.28933], [35.47376, 6.19722, -1.61966], [33.98002, 7.00974, -3.48170], [32.70489, 7.32052, -2.24935], [32.03015, 4.01437, -3.58923], [32.42477, 5.43111, -4.48646], [31.19238, 5.53191, -3.17284], [34.46606, 8.93768, -1.27739], [35.83257, 8.35532, -0.75041], [28.36156, 10.93100, -4.54403], [28.56129, 12.24035, -3.77391], [27.36858, 13.15121, -3.99495], [27.75995, 14.45508, -3.58927], [26.82448, 15.41935, -3.99576], [28.67358, 11.96529, -2.32490], [27.44080, 10.42128, -4.24400], [29.17815, 10.22805, -4.37325], [28.27291, 11.09566, -5.62578], [29.51601, 12.68179, -4.08719], [26.55962, 12.80118, -3.33883], [26.97038, 13.12884, -5.01681], [25.83718, 15.20420, -3.56680], [26.69459, 15.46365, -5.08538], [27.15280, 16.39587, -3.64428], [29.43395, 11.30120, -2.23796], [27.84313, 11.40505, -2.10428], [30.20961, 11.73552, 0.79901], [30.36039, 13.11055, 0.42220], [29.51277, 11.15920, 0.19655], [31.20485, 11.30305, 0.69571], [29.84311, 11.62208, 1.82356], [31.06826, 13.45306, 0.97400], [34.37394, 9.48126, -5.21394], [34.30205, 9.87241, -3.85672], [33.79845, 8.56727, -5.36539], [34.05588, 10.25853, -5.89896], [35.39821, 9.21422, -5.50187], [34.70831, 9.21503, -3.25407]], "atomic_forces_ev_per_a": [[1.600, -2.621, 3.033], [-0.726, 0.647, 0.359], [0.589, 0.048, -0.327], [-0.038, -0.053, -0.144], [-0.261, -0.483, -0.351], [-0.027, -0.255, 0.251], [0.104, 0.207, 0.299], [0.252, -0.080, -0.084], [0.034, 0.659, -1.345], [0.879, 0.663, 0.194], [-0.174, 1.433, -1.819], [1.043, 0.531, 0.530], [-0.376, -0.367, 0.766], [0.059, -0.356, -0.089], [-0.547, 0.431, -0.218], [0.127, 0.254, -0.181], [0.610, 0.231, 0.208], [-0.009, -0.093, 0.333], [0.626, -0.644, -0.090], [0.219, 0.205, 0.026], [-0.159, -0.006, -0.101], [-0.166, 0.223, 0.046], [-0.114, 0.098, 0.344], [0.197, -0.332, 0.275], [0.056, -0.015, -0.066], [0.066, 0.610, -0.271], [-0.527, -0.167, 0.055], [-0.135, -0.550, -0.151], [-0.412, 0.101, -0.135], [0.054, 0.078, 0.099], [-0.137, -0.246, -0.704], [-0.811, 0.039, 0.449], [1.021, 1.150, 0.417], [-0.138, -0.479, 0.122], [-0.161, 1.286, -0.242], [0.276, -0.478, -0.596], [0.105, -0.138, 0.123], [0.179, -0.080, 0.210], [-0.062, -0.168, 0.242], [-0.170, 0.093, -0.151], [-0.610, -0.319, 0.046], [-0.038, -0.242, -0.619], [-0.049, -0.278, -0.042], [0.271, -0.492, 0.054], [0.111, -0.152, 0.095], [-0.005, -0.072, 0.358], [0.163, 0.050, 0.579], [0.337, -0.513, -0.175], [0.421, -0.417, 1.520], [0.223, 0.526, 1.336], [-1.535, -0.122, -0.536], [0.115, 0.401, -0.544], [-0.574, 0.291, -1.018], [-0.046, 0.374, -0.435], [0.038, -0.015, 0.154], [-0.440, 0.031, 0.009], [0.169, 0.121, -0.288], [-0.046, 0.051, -0.404], [0.078, 0.031, -0.834], [-0.038, -0.075, 0.155], [0.040, -0.147, 0.174], [-0.074, -0.019, 0.157], [-0.440, -0.044, -0.507], [-0.706, -0.781, -0.255], [0.633, 0.106, 0.004], [-0.330, 0.946, -0.736], [0.473, -0.468, 0.031], [-0.030, 0.013, 0.616], [0.535, -0.335, -0.123], [-0.088, -0.415, 0.083], [0.005, -0.144, 0.041], [-0.243, 0.077, -0.051], [-0.233, -0.252, 0.090], [0.165, -0.430, 0.288], [-0.178, 0.099, 0.370], [-0.186, 0.254, -0.231], [-0.489, -0.136, 0.028], [-0.277, 0.210, -0.310], [0.208, 0.229, -0.010], [0.134, 0.102, -0.225], [0.063, 0.168, -0.001], [-0.278, 0.220, -0.307], [1.142, 0.665, 0.840], [-0.241, -0.354, 0.203], [-0.013, -0.100, 0.355], [0.327, -0.244, -0.729], [-0.191, 0.268, -0.299], [0.104, -0.185, -0.060], [-0.145, 0.056, 0.028], [-0.338, -0.251, 0.036], [-0.188, -0.124, -0.422], [-0.019, 0.124, 0.041], [-0.014, -0.005, -0.160], [-0.091, -0.021, 0.360], [-0.131, 0.267, 0.055], [0.067, 0.061, 0.080], [-0.393, -0.447, 0.057], [0.306, -0.183, -0.249], [-0.218, -0.121, -0.542], [-0.219, -1.217, 0.478], [0.469, 0.276, 0.693], [-0.159, 0.159, -0.691], [-0.365, 0.027, 0.203], [-0.192, -0.107, -0.702], [-0.008, 0.142, 0.197], [0.085, 0.134, 0.052], [0.135, 0.047, 0.025], [-0.255, 0.400, -0.222], [-0.031, -0.053, -0.043], [0.327, 0.162, -0.154], [-0.005, 0.082, 0.044], [0.168, -0.091, -0.036], [0.060, -0.032, 0.045], [0.090, 0.023, 0.200], [0.317, 0.410, 0.310], [0.533, -0.031, 0.277], [-0.382, -0.169, -0.207], [-0.110, 0.620, -0.440], [-0.162, -0.597, 0.238], [0.175, 0.107, 0.054], [-0.091, 0.105, 0.049], [0.767, -1.267, -0.128], [-0.712, 1.164, 0.115], [-0.279, 0.224, -0.260], [-0.414, 0.058, 0.262], [0.085, 0.217, 0.159], [0.013, -0.010, 0.037]]}


[2]
{"formula": "C4H7N3S", "method": "ωB97M-V/def2-TZVPD", "charge": 0, "fmax_ev_per_a": 5.3, "multiplicity": 1, "total_energy_ev": -19563.25632, "orbital_gap_ev": 8.6, "e_above_lowest_kcal_mol": 104.27, "lumo_ev": 0.55, "species": ["C", "C", "C", "C", "N", "N", "N", "S", "H", "H", "H", "H", "H", "H", "H"], "positions_angstrom": [[-0.79625, 1.21455, -1.50756], [-0.38819, 0.29514, -0.49844], [0.55457, -0.51351, -1.16990], [-0.76203, 0.44564, 1.62596], [-0.32459, 0.90592, -2.63484], [0.53403, -0.11593, -2.42895], [1.30738, -1.55430, -0.55619], [0.08375, 1.87715, 2.26700], [-1.65750, 1.95112, -1.32756], [-1.85754, 0.51200, 1.82946], [-0.19510, -0.39275, 1.85502], [0.94692, -0.62124, -3.20664], [1.00557, -1.57957, 0.41722], [1.50774, -2.48750, -1.05052], [1.22184, 1.19900, 2.09323]], "atomic_forces_ev_per_a": [[-3.212, 0.638, 4.162], [0.308, 0.447, 2.646], [-1.235, -0.885, 3.202], [-0.566, 1.747, -4.067], [1.060, 0.077, -3.699], [0.752, -0.611, -1.220], [0.206, -0.429, -1.298], [0.002, -0.492, -0.218], [1.750, -0.884, -0.751], [1.115, -0.578, -0.485], [0.090, -1.678, 0.768], [-0.202, 0.557, 0.178], [0.357, -0.721, -0.631], [-0.858, 2.241, 1.218], [0.432, 0.571, 0.193]]}